No. 1
Formula: C3H9N2O2S
Source: the Open Molecules 2025 dataset
Level of theory: the ωB97M-V functional and the def2-TZVPD basis

```
! wB97M-V def2-TZVPD RIJCOSX def2/J DEFGRID3
* xyz 0 2
N 1.101 1.601 1.065
C -0.059 0.604 0.842
C -1.126 1.321 -0.067
S -2.410 2.298 0.947
C 0.508 -0.669 0.072
N 1.913 -0.979 0.149
O -0.221 -1.185 -0.793
H 1.341 1.704 1.977
H 0.944 2.428 0.549
H -0.303 0.355 1.943
H -0.495 2.078 -0.612
H -1.683 0.723 -0.731
H 2.618 -0.258 0.540
H 2.321 -1.792 -0.348
H -0.896 -2.351 -2.313
H -1.977 -2.786 -1.241
O -1.576 -3.091 -1.979
*
```

Values from the calculation:
Kohn-Sham gap (alpha / beta) in eV: 10.29 / 7.00
HOMO level (alpha / beta) in eV: -9.552 / -9.259
<S²>: 0.753
LUMO level (alpha / beta) in hartree: 0.0270 / -0.0830
Calculated total energy in eV: -21165.044
ΔE to the lowest compared entry with this formula, charge and spin in eV: 1.637

No. 2
Formula: C19H24Br55N3OP
Source: the Open Molecules 2025 dataset
Level of theory: the ωB97M-V functional and the def2-TZVPD basis

```
! wB97M-V def2-TZVPD RIJCOSX def2/J DEFGRID3
* xyz 1 1
N -1.646 1.041 0.884
C -1.368 -0.273 0.266
N -0.135 -0.826 0.525
N -2.253 -1.039 -0.648
P -3.979 -0.948 -0.217
O -4.186 -0.660 1.476
Br -4.686 0.981 -1.268
H -1.022 1.793 0.536
H -2.626 1.355 0.762
H 0.569 -0.306 1.098
H 0.157 -1.738 0.093
H -2.010 -2.062 -0.561
H -4.323 0.326 1.630
C -5.118 3.678 2.835
Br -6.999 3.998 2.474
Br -4.841 2.017 3.804
Br -4.047 3.753 1.215
H -4.775 4.487 3.483
C -9.067 7.957 1.625
Br -9.695 9.581 2.485
Br -7.155 7.707 1.865
Br -10.077 6.398 2.198
H -9.243 8.074 0.554
C 1.734 0.116 -3.219
Br 2.853 1.257 -2.116
Br 2.236 -1.754 -3.064
Br -0.156 0.388 -2.859
H 1.905 0.408 -4.257
C 4.193 -0.441 1.962
Br 4.395 -1.167 3.753
Br 4.182 -1.835 0.610
Br 2.629 0.705 1.824
H 5.068 0.184 1.770
C -7.067 -2.161 3.117
Br -7.421 -1.496 1.325
Br -7.749 -0.956 4.480
Br -7.726 -3.972 3.357
H -5.982 -2.198 3.236
C 5.175 -4.988 3.685
Br 6.416 -4.550 2.257
Br 3.724 -6.115 3.057
Br 6.076 -5.756 5.224
H 4.727 -4.048 4.014
C 7.237 0.289 -1.190
Br 8.723 -0.949 -1.019
Br 7.114 1.487 0.336
Br 7.297 1.264 -2.869
H 6.323 -0.308 -1.201
C -4.319 -5.326 5.272
Br -3.651 -3.904 4.129
Br -5.619 -4.668 6.556
Br -5.015 -6.816 4.237
H -3.469 -5.704 5.843
C -10.431 2.389 2.928
Br -10.168 1.614 4.688
Br -10.459 1.032 1.539
Br -12.008 3.522 2.859
H -9.570 3.030 2.730
C 1.850 -2.353 -7.627
Br 1.220 -0.705 -6.813
Br 3.754 -2.618 -7.341
Br 0.812 -3.888 -7.045
H 1.700 -2.254 -8.704
C 0.306 -5.694 5.259
Br 0.959 -4.270 4.112
Br -0.989 -5.040 6.550
Br -0.390 -7.188 4.230
H 1.162 -6.068 5.825
C 8.457 2.463 -6.864
Br 8.161 3.068 -8.686
Br 7.765 3.728 -5.562
Br 7.760 0.673 -6.575
H 9.538 2.413 -6.716
C 3.337 -6.290 -4.892
Br 2.707 -4.642 -4.078
Br 5.240 -6.554 -4.608
Br 2.299 -7.825 -4.308
H 3.185 -6.192 -5.969
C -0.578 2.720 -9.382
Br -1.743 2.261 -7.896
Br 1.125 3.427 -8.773
Br -0.346 1.227 -10.604
H -1.073 3.516 -9.942
C 7.061 5.523 2.397
Br 6.771 6.128 0.574
Br 6.362 6.786 3.698
Br 6.363 3.732 2.682
H 8.141 5.473 2.549
C -4.308 2.404 -11.030
Br -3.716 3.861 -12.171
Br -5.613 2.998 -9.720
Br -4.958 0.894 -12.065
H -3.433 2.058 -10.475
C 4.653 -4.513 9.077
Br 6.501 -5.083 8.890
Br 4.127 -3.287 7.663
Br 3.441 -6.025 9.209
H 4.582 -3.963 10.018
C 3.126 5.116 4.979
Br 3.336 4.396 6.771
Br 3.120 3.715 3.634
Br 1.561 6.259 4.838
H 3.998 5.743 4.783
*
```

Values from the calculation:
Kohn-Sham gap in eV: 8.01
HOMO level in eV: -11.511
LUMO level in hartree: -0.1287
Calculated total energy in eV: -3888224.479